No. 1
Molecular formula: H13O6S
Method: DFT, ωB97M-V/def2-TZVPD

Properties
Frontier orbital gap in eV: 7.648
Multiplicity: 1
E_LUMO in eV: 3.1
E in eV: -23332.862
Net charge: -1

Atoms and positions in Å:
S -0.7351 -0.6660 -0.6579
O 0.9591 -3.1331 2.1784
O 0.8148 1.8698 -0.1307
O -2.8193 2.2028 -0.5247
O -3.5535 -1.6230 0.9988
O 3.6116 -2.9224 0.0656
O 1.8074 4.5342 -1.4030
H 0.2866 1.1882 -0.5872
H -1.4339 -0.9064 -1.7727
H -2.9275 -1.4890 0.2454
H 1.5869 3.6153 -1.0245
H -3.2998 -1.1225 1.7583
H -3.7678 2.3047 -0.8428
H 2.4966 4.1401 -1.9223
H -2.5291 1.2512 -0.4148
H 2.6634 -3.0655 0.1001
H 1.0345 -2.6307 1.3392
H 3.5606 -1.9603 -0.2530
H 0.4092 1.8281 0.7205
H 1.8353 -3.4156 2.1274

Cartesian forces, eV/Å:
S -0.294 -0.325 0.136
O -1.261 1.207 -1.341
O 0.773 0.525 -0.633
O -1.178 -0.212 -0.256
O -0.734 -0.886 -1.386
O -0.348 2.494 -0.715
O -0.433 -2.499 1.000
H -0.076 -0.329 -0.493
H 0.057 -0.001 -0.171
H 0.037 0.301 1.242
H -0.809 1.755 0.211
H 0.768 0.593 0.219
H 2.024 -0.933 0.707
H 1.079 0.589 -1.077
H -0.698 1.054 -0.459
H -0.295 -0.619 -0.070
H -1.472 0.290 0.491
H 0.592 -1.875 0.631
H -0.310 0.262 1.028
H 2.577 -1.392 0.937

No. 2
Molecular formula: H13O7
Method: DFT, ωB97M-V/def2-TZVPD

Properties
Frontier orbital gap in eV: 10.007
Multiplicity: 1
E_LUMO in eV: 3.6
E in eV: -14544.125
Net charge: -1

Atoms and positions in Å:
O -17.3362 -50.5658 18.9533
O -16.2820 -50.5516 22.4369
O -14.4176 -52.9929 20.4101
O -17.8385 -54.4011 19.6217
O -17.0072 -52.5997 20.8042
O -19.4988 -52.0127 21.5524
O -17.8287 -56.3327 21.6057
H -14.0953 -53.0649 21.3433
H -17.1631 -51.2451 19.5098
H -18.8583 -56.1679 21.8721
H -17.3752 -53.6626 20.0599
H -15.2912 -50.7135 22.2094
H -18.5830 -52.2892 21.2423
H -19.4535 -51.3643 20.9392
H -17.0442 -54.9345 19.4087
H -17.1273 -53.0374 21.6494
H -18.2452 -50.1582 19.1930
H -15.3469 -52.7431 20.3630
H -17.7538 -55.5295 21.0803
H -16.4280 -51.3790 21.9322

Cartesian forces, eV/Å:
O -3.145 5.043 -2.956
O 3.585 -1.097 -0.701
O 2.293 -0.384 0.612
O 0.169 -3.194 -1.546
O 0.679 1.368 1.151
O 0.968 -3.095 2.098
O -4.180 0.222 1.706
H -1.047 0.186 -1.351
H 0.527 -3.501 3.260
H 3.747 -0.927 -0.799
H -0.024 1.534 0.426
H -1.772 1.544 1.046
H -0.388 -0.737 0.826
H -1.095 4.047 -2.938
H -0.824 0.041 -0.367
H 0.322 -0.280 0.276
H 2.599 -1.367 -0.411
H -0.883 0.038 0.854
H 0.252 0.530 -0.835
H -1.782 0.031 -0.352

No. 3
Molecular formula: H14KO7
Method: DFT, ωB97M-V/def2-TZVPD

Properties
Frontier orbital gap in eV: 9.438
Multiplicity: 1
E_LUMO in eV: -3.9
E in eV: -30872.976
Net charge: +1

Atoms and positions in Å:
K 0.0343 0.4420 -0.0374
O -1.7690 1.6004 -0.7117
O 0.4157 2.2124 1.1253
O 2.1073 -0.2039 0.5597
O 1.4093 -1.7130 -0.7317
O -0.3045 0.0803 2.1158
O -0.5389 -1.5548 -0.1032
O -0.4108 -0.2400 -1.9436
H 2.4400 0.4807 -0.0207
H 0.4799 -1.5488 -0.5724
H 2.1410 -1.0024 0.0331
H -2.2653 2.3856 -0.4808
H 1.3258 2.3406 1.3927
H 0.0603 -0.5761 2.7093
H -0.3256 -2.2265 0.5445
H 0.1725 3.0347 0.6999
H -0.0774 -0.7548 -2.6785
H -1.4814 -1.6467 -0.2429
H -1.3552 -0.3957 -1.9504
H -2.3385 0.8737 -0.4593
H -1.1960 0.2226 2.4340
H 1.4765 -1.8101 -1.6816

Cartesian forces, eV/Å:
K 1.975 4.000 0.490
O -1.548 1.121 -0.468
O 0.516 3.087 1.169
O 3.038 3.375 3.825
O 3.863 -4.172 -4.610
O -0.669 -1.060 2.252
O -7.980 -4.913 3.886
O -0.792 -0.915 -4.909
H 0.625 0.194 0.086
H 1.119 -0.088 -1.793
H 0.891 -0.549 -0.257
H -0.374 0.341 -0.088
H 0.354 0.066 0.448
H 0.263 -0.135 0.392
H -0.109 -0.624 0.689
H 0.005 0.530 -0.007
H -0.100 -0.046 -0.646
H -0.453 -0.261 -0.196
H -0.346 0.227 -0.713
H -0.625 0.081 0.135
H -0.271 0.219 0.446
H 0.617 -0.480 -0.132

No. 4
Molecular formula: H14LiO7
Method: DFT, ωB97M-V/def2-TZVPD

Properties
Frontier orbital gap in eV: 11.164
Multiplicity: 1
E_LUMO in eV: -3.6
E in eV: -14759.945
Net charge: +1

Atoms and positions in Å:
O 40.5070 26.1290 50.8840
O 41.3800 29.2530 50.0490
O 41.7490 27.8980 53.1060
O 38.4480 28.7590 54.5080
O 41.1770 30.7000 52.6330
O 38.6530 29.2540 49.1570
O 38.6870 28.4730 51.8070
Li 40.6770 28.7760 51.9760
H 37.9480 27.8570 51.7580
H 38.6390 28.1000 54.0040
H 41.4510 25.7370 51.0030
H 41.8810 28.5210 49.6950
H 38.4160 28.7800 50.8800
H 38.9230 28.6380 55.3380
H 39.5640 29.4160 49.3260
H 41.2240 31.6100 52.0810
H 41.8440 30.0560 50.2370
H 42.5820 28.1500 53.3920
H 40.0570 25.7070 51.5940
H 40.6730 30.8840 53.5620
H 41.4660 27.0970 53.7810
H 38.3870 30.1760 49.2150

Cartesian forces, eV/Å:
O 3.411 -0.383 -0.335
O -1.738 -0.511 0.710
O -3.278 -4.351 2.292
O -1.435 6.617 5.337
O -1.430 3.111 1.038
O -1.129 0.517 0.279
O -1.097 0.227 -2.017
Li -0.752 0.305 -0.617
H 0.011 -0.787 1.213
H 1.781 -6.434 -5.008
H -2.368 0.986 -0.556
H 0.701 0.197 -0.257
H 1.367 0.502 0.544
H -0.267 -0.039 -0.022
H 1.958 -0.631 0.021
H -0.445 -2.971 2.444
H 1.147 0.253 -0.322
H 2.664 0.886 0.960
H -0.951 -0.590 0.835
H 1.705 -0.237 -3.493
H 1.144 3.113 -2.671
H -0.998 0.221 -0.374

No. 5
Molecular formula: H14NO5
Method: DFT, ωB97M-V/def2-TZVPD

Properties
Frontier orbital gap in eV: 12.215
Multiplicity: 1
E_LUMO in eV: -2.9
E in eV: -11949.382
Net charge: +1

Atoms and positions in Å:
O -2.2921 1.1217 -0.3154
O 3.0653 -1.3121 0.2826
O -2.6116 1.9401 2.2837
O 0.8759 -3.0578 -1.2748
O 0.9362 2.1308 0.0288
N -0.0617 -0.4766 -0.8288
H 3.4064 -0.4329 0.0780
H -2.6719 1.6338 0.4231
H 0.7815 0.0930 -0.7747
H -3.0489 2.6674 2.7423
H 0.6141 2.9337 0.4503
H -0.8215 -0.0887 -0.2419
H 1.7854 -3.2178 -0.9980
H -3.1093 1.1540 2.5353
H -0.2462 -0.5771 -1.8216
H 0.0722 -1.4313 -0.4678
H -2.8689 0.3449 -0.2720
H 0.5953 -3.9378 -1.5537
H 3.8163 -1.8790 0.0711
H 1.7833 2.3917 -0.3465

Cartesian forces, eV/Å:
O -0.524 -0.735 0.302
O 0.054 0.122 -0.347
O -0.216 0.016 -0.061
O 0.131 -0.415 -0.024
O 0.285 -0.153 -0.187
N 0.105 -0.916 0.577
H -0.034 -0.018 0.169
H 0.576 0.360 0.094
H -0.108 0.041 0.669
H 0.035 -0.012 0.000
H -0.176 -0.054 0.072
H 0.038 1.013 -0.876
H 0.063 0.342 0.133
H 0.030 0.047 0.224
H -0.702 0.117 -0.017
H 0.801 -0.003 -0.374
H -0.111 0.096 -0.455
H -0.284 0.094 -0.061
H -0.005 -0.086 0.143
H 0.043 0.142 0.018

No. 6
Molecular formula: H14O7
Method: DFT, ωB97M-V/def2-TZVPD

Properties
Frontier orbital gap in eV: 11.301
Multiplicity: 1
E_LUMO in eV: 0.5
E in eV: -14560.205
SMILES string: O.O.O.O.O.O.O

Atoms and positions in Å:
O 1.0303 2.2561 -0.1464
O -0.8163 0.5520 -2.7069
O -1.9011 -0.9113 -0.1848
O -1.1380 1.1730 1.5036
O 2.6345 -4.1842 -3.2658
O 0.9836 -0.5486 -0.3492
O -1.2202 1.7346 4.6461
H -2.4143 -0.5943 -0.9327
H -1.1261 1.0255 2.4551
H 0.0716 -0.6057 -0.0059
H 2.4796 -4.4848 -4.1651
H -0.4017 0.9906 -1.9533
H -0.6722 1.1342 5.1753
H -0.9380 2.6131 4.9181
H 1.3508 1.3380 -0.2454
H 1.1363 -1.4175 -0.7429
H 1.9099 -4.5028 -2.7030
H -0.4227 1.7888 1.3005
H 1.7762 2.8155 0.0830
H -0.0932 0.2813 -3.2784
H -2.2291 -0.4534 0.5981

Cartesian forces, eV/Å:
O -0.169 -0.208 0.029
O -0.219 0.106 -0.059
O -0.041 -0.505 0.178
O -0.194 -0.187 0.166
O -0.084 0.081 0.462
O -0.027 -0.241 0.196
O 0.316 -0.357 0.188
H 0.114 0.145 -0.083
H 0.072 0.338 0.139
H -0.070 0.089 -0.237
H -0.240 -0.116 0.126
H 0.064 -0.103 -0.063
H -0.242 0.199 -0.179
H -0.044 0.063 -0.065
H 0.019 0.225 0.093
H 0.044 0.313 0.008
H 0.308 0.037 -0.578
H 0.099 -0.017 -0.135
H 0.105 -0.143 -0.069
H 0.062 0.025 0.092
H 0.127 0.257 -0.208

No. 7
Molecular formula: H14O7
Method: DFT, ωB97M-V/def2-TZVPD

Properties
Frontier orbital gap in eV: 8.902
Multiplicity: 1
E_LUMO in eV: 0.3
E in eV: -14553.586

Atoms and positions in Å:
O -3.8503 2.2677 3.1206
O 2.1379 -1.4118 1.8355
O 0.7088 1.1729 -0.3059
O 0.3652 1.4166 -2.9358
O -0.7980 0.5410 -0.4783
O 0.0160 -1.2360 1.4867
O 1.4220 -2.5500 -2.3753
H 2.1974 -2.6684 -2.8824
H 2.6598 -2.2295 2.1356
H -4.4815 1.5530 2.9226
H 1.2855 0.4445 -0.0608
H 1.0144 -1.9328 -3.0024
H -0.4895 -2.1291 1.4233
H 0.7621 1.2601 -3.8373
H -1.3516 1.3729 -0.3146
H 1.2647 1.9797 -0.2774
H 2.3477 -1.4771 0.9064
H -1.5392 -0.0733 -0.3008
H -0.1085 -0.8797 0.5776
H -0.5174 1.3855 -3.1381
H -3.0565 1.7906 3.0674

Cartesian forces, eV/Å:
O -2.068 0.071 -0.170
O 3.902 -2.397 1.344
O 10.641 5.921 1.300
O 4.065 -0.225 -1.580
O -12.594 -3.349 -0.761
O -3.975 -2.106 -1.484
O -1.202 0.791 -0.180
H 1.920 -0.841 -0.385
H -0.938 1.804 -0.142
H -0.047 0.636 0.154
H 0.343 0.138 0.166
H -0.715 0.107 0.660
H 1.322 2.251 0.266
H -0.306 0.387 1.434
H 1.694 -1.350 -0.270
H 0.864 -0.296 0.016
H -0.186 0.224 -0.674
H -1.125 -0.822 -0.368
H -0.048 -0.091 1.000
H -3.693 -0.126 -0.336
H 2.146 -0.726 0.008

No. 8
Molecular formula: H14O7
Method: DFT, ωB97M-V/def2-TZVPD

Properties
Frontier orbital gap in eV: 10.477
Multiplicity: 1
E_LUMO in eV: 0.0
E in eV: -14559.683
SMILES string: O.O.O.O.O.O.O

Atoms and positions in Å:
O -2.3824 0.7807 2.3014
O -2.3557 0.2118 -1.0235
O 0.0145 0.9786 -0.3243
O 0.9986 0.0699 1.9480
O -1.1726 -1.6901 0.5765
O 1.7780 -1.5739 -0.3602
O 1.9125 1.3551 -2.2894
H -2.2067 0.3913 1.4656
H 1.9036 0.3798 1.9604
H -1.4406 -1.3101 -0.2579
H -2.3456 0.4315 -1.9208
H 1.6551 -0.8253 0.2396
H 1.0110 -0.8564 2.1565
H 0.2007 0.2479 0.2709
H 1.0581 -1.4769 -1.0291
H 0.5567 1.0334 -1.1287
H -1.5467 0.6659 -0.7077
H -1.0031 -2.6060 0.2967
H 2.3021 1.0401 -3.0979
H 2.6829 1.4473 -1.6786
H -1.6203 1.3053 2.6024

Cartesian forces, eV/Å:
O -0.252 0.942 1.747
O -0.138 -0.572 1.780
O -0.491 1.101 -0.406
O -0.126 0.494 -0.120
O 0.557 -1.125 0.025
O -0.479 0.067 -0.912
O 0.907 0.365 1.137
H 0.522 -0.439 -1.048
H 0.320 0.103 0.268
H -0.745 0.776 -0.542
H -0.359 0.413 -2.281
H -0.061 -0.277 -0.205
H -0.059 -0.804 0.395
H 0.363 -0.005 0.042
H 0.878 -0.081 0.900
H 0.177 -0.456 0.355
H 0.093 0.124 0.134
H 0.042 0.255 0.598
H 0.110 -0.259 -0.586
H -0.927 -0.079 -0.658
H -0.335 -0.543 -0.624

No. 9
Molecular formula: H14O7
Method: DFT, ωB97M-V/def2-TZVPD

Properties
Frontier orbital gap in eV: 10.029
Multiplicity: 1
E_LUMO in eV: -0.1
E in eV: -14559.791
SMILES string: O.O.O.O.O.O.O

Atoms and positions in Å:
O -2.8626 -0.6111 0.5324
O 0.3960 2.8947 -1.3703
O -3.3931 -2.1467 -1.8692
O 2.6392 -1.1711 0.2575
O -0.1361 0.1598 -0.5723
O 3.0413 1.7494 -0.4595
O 1.3823 -0.3056 2.6690
H 1.5585 0.3706 3.3309
H -3.0665 -1.7561 -1.0468
H -0.9525 -0.3280 -0.4081
H -4.2138 -2.5936 -1.6431
H 0.6508 0.0486 2.1486
H 2.4122 -0.9261 1.1710
H -0.2641 2.9794 -0.6790
H 0.4802 1.9435 -1.4992
H 3.5851 1.7110 -1.2511
H -2.8165 0.2938 0.8615
H -3.8083 -0.7905 0.4749
H 0.5768 -0.4525 -0.3541
H 2.7282 0.8424 -0.3364
H 2.0628 -1.9118 0.0433

Cartesian forces, eV/Å:
O -0.101 0.093 0.191
O -0.160 0.274 -0.270
O -0.003 0.028 0.101
O -0.369 0.159 -0.102
O -0.075 -0.184 0.334
O -0.005 -0.184 0.094
O -0.182 0.003 -0.071
H 0.132 -0.015 -0.022
H 0.030 -0.095 -0.309
H -0.057 -0.027 -0.154
H 0.037 -0.054 -0.016
H 0.005 0.060 -0.010
H 0.085 -0.059 0.105
H 0.006 -0.050 0.020
H -0.001 0.037 0.179
H 0.000 0.022 -0.001
H 0.070 0.009 -0.052
H -0.001 0.053 0.088
H 0.158 0.106 -0.111
H 0.213 0.013 -0.046
H 0.218 -0.188 0.052

No. 10
Molecular formula: H14O7
Method: DFT, ωB97M-V/def2-TZVPD

Properties
Frontier orbital gap in eV: 10.370
Multiplicity: 1
E_LUMO in eV: -0.4
E in eV: -14558.557
SMILES string: O.O.O.O.O.O.O

Atoms and positions in Å:
O 1.4163 0.1444 -0.7872
O -1.6621 -0.1815 0.0183
O 0.2012 3.3856 -0.6777
O -4.0144 0.2873 0.1371
O 1.2436 0.7187 1.7369
O 4.0394 -1.0049 -0.1134
O -1.1758 -3.1944 -0.5419
H 1.6543 0.1417 -1.7212
H -3.6370 -0.3577 0.7458
H 0.4995 0.1645 1.9980
H 1.3408 -0.7896 -0.5617
H -0.9427 0.4254 -0.1894
H -1.5783 -3.2026 0.3338
H -0.2392 3.3653 -1.5348
H 1.9009 0.0919 1.4143
H 4.0105 -1.3859 0.7715
H -0.7716 -2.3217 -0.6061
H 3.1822 -0.5752 -0.2118
H -4.2141 1.0474 0.6950
H -0.0757 2.5663 -0.2522
H -1.5148 -0.4123 0.9424

Cartesian forces, eV/Å:
O 0.080 -0.218 -0.333
O 1.294 -0.450 0.132
O -0.169 -0.133 -0.148
O -1.152 0.193 0.406
O -0.245 -0.197 0.457
O -0.136 -0.214 0.287
O 0.238 -0.085 0.203
H 0.005 0.049 -0.146
H -0.194 0.182 -0.337
H 0.137 0.093 0.183
H -0.314 -0.129 -0.235
H 0.199 -0.040 -0.068
H -0.019 -0.054 -0.160
H 0.030 0.085 0.061
H -0.008 0.330 0.065
H 0.234 -0.050 -0.070
H -0.347 0.101 -0.089
H 0.168 0.357 -0.199
H -0.108 -0.039 -0.087
H 0.223 0.095 0.099
H 0.085 0.126 -0.025

No. 11
Molecular formula: H14O7
Method: DFT, ωB97M-V/def2-TZVPD

Properties
Frontier orbital gap in eV: 11.582
Multiplicity: 1
E_LUMO in eV: 0.2
E in eV: -14560.257
SMILES string: O.O.O.O.O.O.O

Atoms and positions in Å:
O 0.2439 0.1070 0.2491
O -3.5602 0.0161 -0.0210
O -1.7119 -1.8514 0.1702
O 3.6893 0.2701 -0.8785
O 2.4152 -1.5285 0.9543
O -1.7185 1.0582 1.6479
O 1.1354 1.2001 -2.0886
H -0.8137 0.9008 1.2579
H 0.2702 0.5047 -0.7061
H 1.9813 0.7288 -1.9171
H 1.8248 -0.7052 0.8594
H 3.3073 0.9235 -0.2296
H 1.6862 -2.1803 1.0493
H -0.2216 -0.7700 0.1144
H -2.0530 1.8882 1.3595
H 1.4057 2.0872 -1.8306
H -2.8688 0.5224 0.4230
H -3.7995 0.5378 -0.7804
H -1.9216 -1.7452 1.1264
H 3.2424 -0.5087 -0.5110
H -2.5331 -1.4556 -0.2487

Cartesian forces, eV/Å:
O 0.046 -0.214 -2.177
O -0.620 -0.231 -0.351
O -0.882 0.093 0.522
O -1.402 1.166 1.107
O -2.052 1.051 -0.063
O 0.563 -0.999 0.424
O 0.655 -0.121 0.276
H -0.794 0.195 -0.020
H 0.307 -0.660 1.867
H -0.256 -0.141 -0.282
H 1.002 -1.257 0.220
H 1.008 -0.499 -0.938
H 0.958 0.140 -0.108
H -0.074 0.923 0.179
H 0.004 1.318 -0.113
H -0.312 0.331 -0.166
H 0.428 -0.118 0.589
H -0.316 0.188 -0.489
H 0.197 -0.167 -0.903
H 0.429 -0.743 -0.150
H 1.113 -0.255 0.577

No. 12
Molecular formula: H14O7
Method: DFT, ωB97M-V/def2-TZVPD

Properties
Frontier orbital gap in eV: 11.555
Multiplicity: 1
E_LUMO in eV: 0.2
E in eV: -14559.402
SMILES string: O.O.O.O.O.O.O

Atoms and positions in Å:
O -0.4005 -3.0811 3.9431
O 1.2453 1.6441 -4.1038
O 0.1101 -4.2702 0.1672
O 4.6819 0.4855 1.0209
O 0.6868 -0.0050 0.0914
O -1.8577 3.0850 1.0701
O -4.1697 3.0710 -2.5684
H -0.7911 -4.4127 -0.1223
H -3.4860 2.7369 -1.9878
H -2.4650 2.9364 1.7949
H 0.9198 1.3317 -3.2596
H -0.4149 -3.9575 4.3279
H 0.0248 -3.1990 3.0937
H 3.7711 0.3435 0.7632
H 0.6008 -5.0021 -0.2066
H -4.6862 3.6591 -2.0175
H 5.1917 -0.0249 0.3917
H -1.3239 3.8276 1.3526
H 2.0716 1.1777 -4.2300
H -0.0182 0.5363 0.4466
H 0.3093 -0.8826 0.0328

Cartesian forces, eV/Å:
O -0.121 0.207 0.118
O -0.093 0.143 -0.181
O 0.064 0.251 0.193
O 0.141 0.116 0.163
O 0.285 0.061 -0.141
O -0.003 -0.205 -0.251
O -0.084 -0.072 -0.234
H -0.270 -0.018 -0.052
H 0.237 -0.075 0.157
H -0.177 -0.076 0.191
H -0.111 -0.064 0.274
H -0.014 -0.198 0.120
H 0.135 -0.028 -0.304
H -0.369 -0.012 -0.039
H 0.191 -0.167 -0.082
H -0.130 0.157 0.110
H 0.155 -0.105 -0.130
H 0.190 0.206 0.019
H 0.208 -0.089 -0.053
H -0.196 0.280 0.132
H -0.039 -0.314 -0.013